{
  "formula": "C35H65NO10",
  "method": "ωB97M-V with the def2-TZVPD basis set",
  "species": ["N", "C", "C", "C", "C", "C", "H", "H", "H", "H", "H", "C", "C", "O", "C", "H", "H", "H", "H", "H", "H", "C", "C", "O", "C", "H", "H", "H", "H", "H", "H", "C", "C", "O", "C", "H", "H", "H", "H", "H", "H", "C", "C", "O", "C", "H", "H", "H", "H", "H", "H", "C", "C", "O", "C", "H", "H", "H", "H", "H", "H", "C", "C", "O", "C", "H", "H", "H", "H", "H", "H", "C", "C", "O", "C", "H", "H", "H", "H", "H", "H", "C", "C", "O", "C", "H", "H", "H", "H", "H", "H", "C", "C", "O", "C", "H", "H", "H", "H", "H", "H", "C", "C", "O", "C", "H", "H", "H", "H", "H", "H"],
  "positions_angstrom": [[10.8719, 3.7516, 19.0046], [10.8733, 4.8781, 19.7404], [11.4427, 6.0919, 19.3407], [12.0142, 6.1920, 18.0653], [12.1115, 5.0703, 17.2748], [11.5257, 3.8704, 17.8053], [10.5439, 4.6907, 20.7517], [11.5171, 7.0453, 19.8426], [12.4942, 7.1043, 17.7433], [12.6742, 5.2128, 16.3640], [11.4926, 2.9453, 17.2489], [7.2447, 7.4135, 21.3387], [8.4902, 7.2279, 22.1604], [9.6500, 7.2286, 21.6801], [8.3642, 7.0134, 23.6210], [6.4125, 7.7301, 21.9676], [7.0937, 6.4367, 20.8793], [7.4610, 8.2073, 20.6238], [8.7388, 7.9443, 24.0466], [9.0650, 6.2131, 23.8588], [7.3856, 6.6253, 23.9034], [9.7765, 9.5555, 17.9702], [10.4103, 10.9614, 17.6596], [11.4552, 11.0610, 17.0527], [9.5967, 12.2419, 17.8514], [8.8975, 9.5875, 18.6140], [10.6259, 8.9221, 18.2257], [9.3295, 9.2442, 17.0261], [9.7300, 12.9175, 17.0064], [9.9339, 12.7752, 18.7402], [8.5442, 11.9666, 17.9186], [10.7159, -2.0222, 18.9745], [10.5393, -0.5227, 19.2451], [9.4830, 0.0869, 19.1068], [11.8525, 0.2632, 19.4318], [11.4961, -2.2427, 18.2460], [9.7846, -2.4863, 18.6497], [11.0511, -2.5402, 19.8731], [11.5534, 1.2604, 19.7545], [12.4164, 0.3072, 18.5001], [12.3220, -0.3515, 20.1999], [8.9230, 4.2628, 14.6139], [9.7944, 2.9704, 15.0025], [10.9529, 2.8588, 14.5936], [9.0605, 1.9777, 15.8009], [9.6087, 4.9554, 14.1258], [8.6710, 4.8584, 15.4913], [8.0578, 4.1326, 13.9639], [9.5007, 0.9960, 15.9760], [8.0542, 1.8189, 15.4132], [8.8820, 2.4289, 16.7769], [8.3456, 6.5483, 17.8621], [7.1201, 5.5688, 17.8197], [7.2360, 4.3759, 17.9277], [5.7492, 6.1660, 17.6769], [8.1677, 7.2412, 18.6845], [8.1548, 7.0316, 16.9038], [9.2508, 5.9503, 17.9678], [5.6169, 6.4850, 16.6430], [5.4245, 6.7566, 18.5335], [5.1022, 5.2987, 17.8085], [12.2723, 7.3831, 14.6014], [11.7448, 7.7467, 13.2122], [11.4220, 8.9003, 12.9536], [11.7944, 6.6688, 12.1889], [13.1721, 6.7682, 14.5822], [11.5386, 6.7763, 15.1321], [12.3008, 8.3581, 15.0880], [11.4853, 6.9861, 11.1930], [11.0605, 5.9096, 12.4592], [12.8042, 6.2587, 12.1744], [15.3351, 10.6722, 16.9783], [15.1784, 9.2406, 17.5908], [15.7014, 8.2492, 17.0527], [14.4444, 8.9942, 18.9014], [16.1472, 10.7010, 16.2519], [15.7218, 11.3278, 17.7585], [14.3413, 10.9094, 16.5985], [13.7231, 8.2287, 18.6155], [13.9453, 9.9041, 19.2346], [15.0604, 8.5478, 19.6820], [17.6934, 3.5521, 19.5026], [16.1495, 3.2914, 19.3812], [15.5955, 2.2295, 19.3422], [15.1848, 4.5490, 19.1182], [18.0512, 2.8305, 20.2372], [17.7740, 4.5158, 20.0055], [18.0970, 3.4693, 18.4935], [15.3153, 5.0742, 18.1720], [15.4507, 5.2971, 19.8651], [14.1454, 4.2366, 19.2192], [13.5629, 3.3909, 23.2107], [13.2912, 4.8557, 22.8784], [14.0879, 5.5180, 22.2247], [12.0985, 5.6324, 23.4990], [14.3179, 2.9856, 22.5370], [12.7347, 2.7298, 22.9552], [13.8074, 3.1495, 24.2451], [12.2115, 5.5307, 24.5784], [11.2041, 5.2009, 23.0496], [12.2590, 6.6916, 23.2979], [16.2357, 4.9034, 15.4712], [14.9970, 4.1873, 14.9108], [14.3710, 4.7384, 14.0118], [14.4868, 3.0098, 15.6639], [17.0204, 4.2477, 15.8487], [15.9097, 5.4862, 16.3327], [16.5924, 5.3992, 14.5684], [15.3180, 2.3054, 15.6315], [13.6216, 2.5035, 15.2359], [14.1659, 3.1982, 16.6885]],
  "lowdin_charge": [0.1608, -0.0322, 0.0501, -0.0310, 0.0488, 0.0134, 0.1237, 0.1255, 0.0990, 0.1097, 0.1178, -0.0063, -0.4580, -0.0017, -0.0077, 0.0919, 0.0968, 0.0776, 0.1113, 0.0768, 0.0928, -0.0114, -0.4456, 0.0499, -0.0147, 0.0654, 0.0582, 0.0801, 0.0883, 0.0871, 0.0725, -0.0233, -0.4609, 0.0371, -0.0255, 0.0840, 0.0819, 0.0814, 0.0493, 0.0840, 0.0813, 0.0122, -0.4463, 0.0403, -0.0270, 0.0474, 0.0435, 0.0874, 0.0912, 0.1006, 0.0755, -0.0030, -0.4993, 0.0688, -0.0126, 0.0513, 0.0876, 0.0498, 0.0970, 0.0855, 0.0871, -0.0127, -0.4761, 0.0650, -0.0116, 0.0643, 0.0554, 0.0813, 0.0899, 0.0741, 0.0872, 0.0030, -0.4256, 0.0121, -0.0097, 0.0812, 0.0799, 0.0758, 0.0345, 0.0809, 0.0925, 0.0086, -0.4263, 0.0519, -0.0165, 0.0817, 0.0740, 0.0835, 0.0418, 0.0618, 0.0493, -0.0102, -0.4528, 0.0323, -0.0181, 0.0752, 0.0754, 0.0906, 0.0877, 0.0552, 0.0822, 0.0008, -0.4685, 0.0444, -0.0175, 0.0769, 0.0521, 0.0936, 0.0986, 0.0781, 0.0578],
  "charge": 1,
  "lumo_energy_ev": [-4.0453, -8.1993],
  "multiplicity": 2,
  "homo_energy_ev": [-11.3, -11.3],
  "gap_ha": [0.268, 0.115]
}

{
  "formula": "C35H68Cl3F12N6O19Y2",
  "method": "ωB97M-V with the def2-TZVPD basis set",
  "species": ["Y", "Y", "O", "H", "O", "H", "O", "H", "O", "H", "O", "H", "C", "O", "N", "C", "C", "H", "H", "H", "H", "H", "H", "H", "C", "O", "N", "C", "C", "H", "H", "H", "H", "H", "H", "H", "C", "O", "N", "C", "C", "H", "H", "H", "H", "H", "H", "H", "C", "O", "N", "C", "C", "H", "H", "H", "H", "H", "H", "H", "C", "O", "N", "C", "C", "H", "H", "H", "H", "H", "H", "H", "C", "O", "N", "C", "C", "H", "H", "H", "H", "H", "H", "H", "C", "C", "O", "C", "O", "C", "F", "F", "F", "H", "H", "H", "H", "H", "C", "C", "O", "C", "O", "C", "F", "F", "F", "H", "H", "H", "H", "H", "C", "C", "O", "C", "O", "C", "F", "F", "F", "H", "H", "H", "H", "H", "C", "C", "O", "C", "O", "C", "F", "F", "F", "H", "H", "H", "H", "H", "C", "Cl", "Cl", "Cl", "H"],
  "positions_angstrom": [[-1.9662, -2.6420, -1.1465], [-0.9005, 0.0204, 0.7046], [-0.4079, -2.2245, 0.5597], [-0.1492, -2.5720, 1.4354], [1.1325, 0.3630, 1.2847], [1.7140, 1.1403, 1.1747], [-1.9118, 2.0398, 0.7782], [-2.3964, 2.8863, 0.7220], [-1.0024, -0.5826, -1.4910], [-0.7234, -0.3080, -2.3862], [-2.8518, -1.1357, 0.3683], [-3.7386, -0.7995, 0.1336], [-5.6244, -3.2066, -0.8623], [-4.4266, -2.8562, -1.1779], [-6.6793, -2.6340, -1.3286], [-6.6623, -1.4582, -2.2333], [-7.9731, -3.0582, -0.8723], [-5.8031, -4.0366, -0.1614], [-7.1903, -0.5803, -1.8609], [-7.1326, -1.8302, -3.1435], [-5.6211, -1.2338, -2.4652], [-8.7716, -3.0564, -1.6141], [-7.9823, -4.0119, -0.3446], [-8.2097, -2.3531, -0.0754], [-3.0541, -1.3064, -4.2986], [-2.9179, -1.7553, -3.1418], [-3.0781, -0.0004, -4.5355], [-2.8913, 0.4657, -5.9557], [-2.8840, 1.0330, -3.4720], [-3.0733, -1.8878, -5.2334], [-3.1949, -0.2713, -6.6992], [-1.8346, 0.6650, -6.1338], [-3.4942, 1.3735, -5.9308], [-1.8432, 1.3559, -3.4499], [-3.6360, 1.8107, -3.6052], [-3.0662, 0.5131, -2.5314], [0.9233, -2.5381, -3.1155], [0.2015, -3.0050, -2.2416], [0.8626, -2.8692, -4.4014], [1.1246, -1.8204, -5.4030], [-0.1631, -3.8175, -4.8088], [1.5963, -1.6848, -2.9391], [1.4649, -2.1598, -6.3813], [1.8619, -1.2072, -4.8849], [0.1857, -1.3130, -5.6247], [0.1292, -4.6770, -4.2055], [-1.1811, -3.5807, -4.4994], [-0.0797, -4.0759, -5.8644], [-1.1373, 0.3750, 4.1004], [-1.3303, -0.0779, 2.9503], [-1.3736, -0.2684, 5.2919], [-1.9605, -1.5876, 5.2145], [-0.9902, 0.2651, 6.6064], [-0.7415, 1.3696, 4.3579], [-2.3355, -1.7098, 4.1984], [-2.8874, -1.7196, 5.7725], [-1.2016, -2.2933, 5.5523], [-0.6390, 1.2863, 6.7546], [-1.7609, 0.1536, 7.3691], [-0.0953, -0.2537, 6.9499], [3.2163, -3.0231, 1.3798], [3.4775, -3.8953, 2.1719], [4.0519, -2.6186, 0.3894], [3.5685, -1.9641, -0.7716], [5.3247, -3.2783, 0.1616], [2.2202, -2.5624, 1.2907], [3.4133, -2.6520, -1.6027], [4.3566, -1.2455, -0.9968], [2.7204, -1.2895, -0.6541], [5.3401, -3.6104, -0.8765], [6.1229, -2.5564, 0.3342], [5.6143, -4.0562, 0.8680], [-3.0932, -4.6080, 1.5470], [-2.5112, -4.3690, 0.4723], [-2.4404, -4.9683, 2.6223], [-3.1667, -5.4524, 3.7866], [-0.9961, -5.0676, 2.7573], [-4.1867, -4.5924, 1.6740], [-2.8813, -4.9299, 4.6996], [-3.0310, -6.5062, 4.0300], [-4.2377, -5.3023, 3.6506], [-0.6925, -4.7412, 3.7520], [-0.7342, -6.1215, 2.6629], [-0.4647, -4.5766, 1.9420], [3.2824, 0.3349, 4.5513], [4.0595, -0.7540, 3.8683], [4.6736, -1.6541, 4.8468], [6.0435, -2.0810, 4.7110], [6.7868, -1.9476, 3.7386], [6.4100, -3.1876, 5.6675], [5.5376, -3.3699, 6.6985], [6.4982, -4.3250, 5.0015], [7.5289, -2.9487, 6.2326], [2.7155, 0.8317, 3.7639], [3.9088, 1.0231, 5.1187], [2.4822, -0.1794, 5.0835], [4.7548, -0.2689, 3.1833], [3.3878, -1.2445, 3.1637], [-2.9068, 6.0054, -4.4301], [-2.9983, 5.0992, -3.1619], [-1.9760, 5.1027, -2.1976], [-1.9658, 5.8112, -0.9486], [-2.8383, 6.6864, -0.7126], [-0.9345, 5.4442, 0.0744], [-1.5247, 5.0267, 1.1818], [-0.0233, 4.5750, -0.3674], [-0.1829, 6.5618, 0.3743], [-3.8715, 6.1238, -4.9234], [-2.3100, 5.4152, -5.1255], [-2.4334, 6.9535, -4.1746], [-3.1932, 4.0717, -3.4690], [-3.8951, 5.3458, -2.5935], [3.4775, 5.7364, -2.8606], [3.8673, 4.5979, -3.7889], [2.8020, 3.6995, -4.0881], [2.5139, 2.8027, -3.2200], [3.3218, 2.5641, -2.3155], [1.0511, 2.2779, -3.3043], [0.3375, 2.6943, -4.3338], [0.9307, 1.0003, -3.1935], [0.3875, 2.8674, -2.2243], [2.4816, 6.0951, -3.1204], [4.1870, 6.5586, -2.9547], [3.4429, 5.5133, -1.7943], [4.7751, 4.1223, -3.4176], [4.2149, 4.8881, -4.7804], [3.7288, 3.0036, 0.6753], [4.3445, 1.7865, 1.3225], [5.6196, 2.0525, 2.0066], [5.6607, 2.7219, 3.1619], [4.7004, 3.3228, 3.6758], [7.0283, 2.8486, 3.8223], [6.8884, 2.9490, 5.1505], [7.8973, 1.7539, 3.6006], [7.5398, 4.0312, 3.4340], [3.5567, 3.6898, 1.5046], [2.7871, 2.5776, 0.3293], [4.3086, 3.4253, -0.1457], [4.4014, 0.9203, 0.6633], [3.6575, 1.3989, 2.0747], [-5.5086, 2.6006, 0.4343], [-5.9826, 0.8970, 0.7790], [-6.7408, 3.6710, 1.2478], [-5.4051, 2.9597, -1.3278], [-4.5065, 2.8514, 0.7821]],
  "lowdin_charge": [1.6167, 1.3630, -0.4771, -0.0127, -0.4422, -0.0669, -0.4654, -0.0854, -0.4776, -0.0174, -0.4819, -0.0399, -0.2491, -0.1564, -0.1621, 0.0131, -0.0387, 0.1462, 0.0881, 0.0992, 0.0764, 0.1028, 0.0948, 0.1000, -0.2784, -0.1410, -0.1399, -0.0056, 0.0054, 0.1474, 0.0890, 0.0841, 0.0913, 0.0830, 0.0669, 0.0796, -0.3104, -0.0715, -0.1569, -0.0182, -0.0304, 0.1385, 0.0967, 0.0884, 0.0828, 0.0998, 0.0736, 0.1027, -0.2061, -0.1122, -0.1645, -0.0483, -0.0425, 0.1568, 0.0838, 0.0922, 0.0967, 0.0928, 0.0905, 0.0873, -0.3514, 0.0220, -0.1857, -0.0898, -0.0360, 0.1204, 0.0806, 0.0903, 0.0849, 0.0860, 0.0913, 0.0923, -0.2737, -0.1133, -0.1520, -0.0381, 0.0014, 0.1431, 0.0888, 0.0994, 0.0891, 0.0994, 0.1058, 0.0806, -0.0587, -0.2116, 0.0092, -0.2490, 0.1471, -0.6274, 0.1366, 0.1933, 0.2253, 0.0616, 0.0868, 0.0751, 0.1045, 0.1024, -0.0344, -0.2523, -0.0237, -0.2198, 0.1276, -0.5426, 0.1918, 0.1569, 0.1325, 0.0778, 0.0633, 0.0818, 0.0869, 0.0935, -0.0389, -0.1943, 0.0549, -0.3659, 0.1150, -0.5270, 0.1753, 0.1948, 0.1115, 0.0841, 0.0868, 0.0753, 0.1240, 0.1295, -0.0481, -0.1809, 0.0353, -0.3522, 0.1188, -0.4685, 0.1576, 0.1039, 0.1651, 0.0845, 0.0635, 0.0759, 0.1250, 0.0765, -1.4116, 0.5196, 0.4952, 0.5247, -0.0099],
  "charge": 1,
  "lumo_energy_ev": -2.1416,
  "homo_energy_ev": -10.3,
  "gap_ha": 0.301
}

Number 1: energy -59301.8007 eV. Number 2: energy -157506.6465 eV.